{
  "formula": "C10H10SSe",
  "method": "ωB97M-V/def2-TZVPD",
  "energy_ha": -3186.54572,
  "molar_mass_g_mol": 241.2,
  "e_homo_ha": -0.296,
  "smiles": "[Se]=Cc1cccs1.C1=CCC=C1",
  "e_above_lowest_kj_mol": 110.8,
  "homo_lumo_gap_ev": 6.895,
  "species": ["C", "C", "C", "C", "C", "C", "C", "C", "C", "C", "S", "Se", "H", "H", "H", "H", "H", "H", "H", "H", "H", "H"],
  "positions_angstrom": [[-3.61444, -0.68587, -1.46204], [-2.70549, 0.41785, -1.41289], [-3.57257, -1.45114, -0.28361], [-1.95447, 0.36905, -0.25166], [1.40140, -0.77610, 0.95321], [1.67948, -0.29172, -0.41931], [3.37239, 0.42669, 0.97819], [-0.99516, 1.32996, 0.13899], [2.35780, -0.29410, 1.78413], [2.81433, 0.40737, -0.43241], [-2.35842, -0.94899, 0.82578], [-0.70538, 2.81887, -0.93656], [-4.27014, -1.01328, -2.17268], [-2.47346, 1.29756, -2.07235], [-4.24550, -2.38533, -0.07653], [0.68590, -1.57854, 1.30433], [1.17990, -0.48740, -1.43616], [3.60127, 1.51048, 1.29981], [4.24182, -0.14987, 1.07044], [-0.29207, 1.19655, 0.96838], [2.49876, -0.50953, 2.88435], [3.35403, 0.79751, -1.25141]],
  "atomic_forces_ev_per_a": [[1.7, 0.2, 3.3], [0.0, -0.4, 0.1], [-0.9, -1.2, -0.5], [-0.1, -0.2, 0.7], [-0.1, -1.1, 0.9], [-0.6, -0.6, -2.2], [-1.1, 2.9, -0.2], [1.2, 2.4, -1.8], [-0.5, -0.5, 0.8], [0.3, -0.6, 2.0], [-0.7, 0.3, -1.2], [0.0, -1.3, 1.6], [-1.5, -0.2, -2.1], [-0.7, -1.4, 0.3], [1.5, 2.0, -0.4], [0.5, 1.3, -0.8], [0.2, 0.0, 2.1], [-0.2, -1.6, -0.2], [1.8, -0.7, -0.1], [-0.6, -0.1, -0.1], [-0.4, 0.2, -1.5], [0.2, 0.5, -0.8]]
}

{
  "formula": "C10H8O2S",
  "method": "ωB97M-V/def2-TZVPD",
  "energy_ha": -934.33727,
  "molar_mass_g_mol": 192.2,
  "e_homo_ha": -0.309,
  "e_above_lowest_kj_mol": 511.8,
  "homo_lumo_gap_ev": 8.878,
  "species": ["C", "C", "C", "C", "C", "C", "C", "C", "C", "C", "O", "O", "S", "H", "H", "H", "H", "H", "H", "H", "H"],
  "positions_angstrom": [[2.08589, -1.55907, -0.85709], [1.29979, -2.36439, 0.04641], [1.64184, -0.38577, -1.29915], [0.31178, -1.78910, 0.81787], [0.46383, 0.11889, -0.71343], [0.06983, -0.45972, 0.49720], [-0.06433, 1.52856, -0.80192], [-0.56835, 1.92128, 0.69042], [-1.54817, 1.88011, -0.55014], [-0.63331, 0.49975, 1.20483], [-2.26226, -0.94836, -0.35614], [-3.11058, 0.40885, 1.52328], [-2.24932, 0.31447, 0.36114], [2.96492, -1.98520, -1.42238], [1.83735, -3.33353, 0.16054], [2.11232, 0.38677, -2.02262], [-0.16502, -2.43991, 1.59808], [0.66299, 2.20474, -1.28416], [-0.16170, 2.81755, 1.00384], [-2.11574, 2.71642, -0.82902], [-0.57177, 0.46766, 2.23244]],
  "atomic_forces_ev_per_a": [[0.9, -3.3, -0.8], [3.1, 0.1, -1.0], [-1.7, 4.5, -1.7], [0.5, -1.4, 0.2], [1.3, 0.3, 1.1], [2.3, -1.2, -2.0], [0.0, 0.5, 1.0], [0.5, -2.0, -5.1], [1.8, -2.4, 3.0], [-2.7, 2.4, 0.4], [-0.9, 1.6, -0.5], [-1.5, 1.2, -1.2], [0.7, -1.7, 2.0], [-0.9, 0.2, 1.2], [-1.4, 0.4, 0.5], [-0.3, -2.0, 0.9], [0.3, 1.3, -0.6], [-1.2, 0.1, -0.1], [0.5, 1.4, 1.4], [-0.7, 0.8, -0.9], [-0.8, -0.6, 2.3]]
}

{
  "formula": "C17H50BNO12S",
  "method": "ωB97M-V/def2-TZVPD",
  "energy_ha": -2058.26973,
  "molar_mass_g_mol": 503.5,
  "e_homo_ha": -0.350,
  "smiles": "CCOB(ON=O)S(C)(=O)=O.CCO.CCO.CCO.CCO.CCO.CCO.CCO",
  "homo_lumo_gap_ev": 8.712,
  "species": ["C", "C", "O", "B", "O", "N", "O", "S", "C", "O", "O", "H", "H", "H", "H", "H", "H", "H", "H", "C", "C", "O", "H", "H", "H", "H", "H", "H", "C", "C", "O", "H", "H", "H", "H", "H", "H", "C", "C", "O", "H", "H", "H", "H", "H", "H", "C", "C", "O", "H", "H", "H", "H", "H", "H", "C", "C", "O", "H", "H", "H", "H", "H", "H", "C", "C", "O", "H", "H", "H", "H", "H", "H", "C", "C", "O", "H", "H", "H", "H", "H", "H"],
  "positions_angstrom": [[2.30935, 0.35078, 1.21031], [0.84048, 0.21441, 1.59940], [0.32113, 1.47130, 2.07602], [-0.67805, 2.13652, 1.47109], [-0.62899, 3.45205, 1.14542], [0.71323, 4.15720, 1.21944], [0.98890, 4.47354, 0.16385], [-2.42467, 1.42526, 1.08713], [-2.27749, -0.04727, 0.11415], [-2.98683, 1.04681, 2.36902], [-3.13784, 2.38479, 0.26187], [2.51565, 1.31812, 0.75274], [2.96654, 0.16552, 2.05584], [2.50960, -0.42716, 0.46592], [0.75395, -0.49410, 2.42528], [0.27945, -0.15877, 0.74617], [-3.31092, -0.27618, -0.15936], [-1.86188, -0.86210, 0.70270], [-1.69680, 0.14275, -0.78860], [4.83002, 2.95727, 5.00528], [3.51769, 3.18660, 4.28074], [2.90002, 1.96843, 3.87597], [5.52092, 2.39968, 4.37222], [5.29518, 3.90471, 5.28045], [4.67164, 2.37917, 5.91884], [3.67869, 3.75206, 3.36324], [2.83052, 3.75998, 4.91177], [2.72328, 1.45007, 4.66682], [-3.54259, 5.92015, 0.75457], [-3.02737, 5.69092, -0.65283], [-1.60009, 5.69942, -0.69825], [-3.18226, 6.87532, 1.14029], [-4.63342, 5.92084, 0.77441], [-3.18733, 5.13262, 1.42373], [-3.36815, 6.48011, -1.32242], [-3.39307, 4.73803, -1.03661], [-1.31762, 4.97369, -0.13287], [1.19190, -4.88548, 1.08822], [1.43470, -3.42817, 0.76006], [0.21897, -2.67631, 0.69578], [0.53129, -5.33053, 0.34560], [2.13236, -5.43645, 1.09792], [0.71219, -4.99483, 2.06454], [1.89908, -3.33500, -0.21997], [2.10612, -2.97781, 1.50048], [-0.20755, -2.74406, 1.55617], [2.05601, -7.07515, -3.14726], [1.78744, -5.77769, -2.41065], [2.94408, -5.29527, -1.72952], [2.42022, -7.83431, -2.45565], [1.15083, -7.44002, -3.63493], [2.82298, -6.93420, -3.91235], [1.03254, -5.92555, -1.64105], [1.41886, -5.01305, -3.10305], [3.63129, -5.14996, -2.38638], [6.90661, -7.38394, 0.12792], [5.64837, -7.00906, -0.63176], [5.00390, -8.14654, -1.19702], [7.60423, -7.90700, -0.52661], [7.40058, -6.49808, 0.52969], [6.66972, -8.04895, 0.96194], [5.88926, -6.35680, -1.47118], [4.94995, -6.47196, 0.01748], [4.76545, -8.73980, -0.47894], [-2.02706, 3.19882, -3.39761], [-3.30757, 2.88030, -4.14567], [-3.20021, 1.65544, -4.87559], [-1.18875, 3.25930, -4.09363], [-2.09660, 4.14247, -2.85647], [-1.80318, 2.41024, -2.67267], [-3.52784, 3.65261, -4.88142], [-4.14896, 2.82640, -3.44960], [-3.02381, 0.95543, -4.24124], [-7.61762, 4.22674, -0.17969], [-7.06015, 3.98366, -1.56917], [-5.63645, 3.99851, -1.58832], [-7.26420, 5.18223, 0.20927], [-8.70856, 4.23701, -0.19264], [-7.29240, 3.44423, 0.50968], [-7.37260, 4.77267, -2.25263], [-7.42922, 3.03025, -1.96295], [-5.32712, 3.29711, -1.00291]],
  "atomic_forces_ev_per_a": [[-0.3, -0.6, -0.2], [0.4, 0.0, 0.4], [-0.1, 0.1, -0.6], [0.3, 0.1, 0.3], [-0.5, -0.2, 0.1], [0.2, -0.1, 0.2], [0.4, 0.3, -0.2], [-0.3, 0.2, 0.0], [-0.2, -0.2, -0.1], [0.1, 0.0, -0.1], [0.1, -0.1, 0.0], [0.0, 0.0, 0.1], [0.0, 0.4, 0.0], [0.1, 0.1, 0.0], [-0.2, 0.0, -0.1], [-0.2, 0.1, 0.1], [0.1, 0.0, 0.0], [0.1, 0.1, 0.0], [0.0, 0.0, 0.1], [0.0, -0.1, -0.1], [0.0, 0.0, 0.1], [0.1, 0.0, 0.0], [0.0, 0.0, 0.0], [0.0, 0.0, 0.0], [0.0, 0.0, 0.0], [0.0, 0.0, 0.0], [0.0, 0.1, 0.0], [0.0, 0.0, 0.0], [0.1, 0.1, 0.0], [0.0, -0.1, 0.1], [0.0, 0.1, 0.0], [0.0, 0.0, 0.0], [0.0, 0.0, 0.0], [-0.1, 0.0, 0.0], [0.0, 0.0, 0.0], [-0.1, 0.1, 0.0], [-0.1, -0.1, -0.1], [-0.1, 0.0, 0.0], [0.0, 0.0, 0.0], [0.0, 0.0, 0.0], [0.0, 0.0, 0.0], [0.0, 0.0, 0.0], [0.1, 0.0, 0.0], [0.0, 0.0, 0.0], [0.0, 0.0, 0.0], [0.0, 0.0, 0.0], [0.1, 0.0, 0.1], [0.1, 0.0, -0.1], [-0.1, 0.1, 0.1], [0.0, 0.0, 0.0], [0.0, 0.0, 0.0], [0.0, 0.0, 0.0], [0.0, 0.0, 0.0], [-0.1, 0.0, 0.0], [0.1, 0.0, 0.0], [0.0, -0.1, -0.1], [-0.1, -0.1, 0.1], [0.1, 0.0, -0.1], [0.0, 0.0, 0.0], [0.0, 0.0, 0.0], [0.0, 0.0, 0.0], [0.0, 0.0, 0.0], [0.0, 0.1, 0.0], [0.0, 0.0, 0.0], [0.1, 0.0, -0.1], [0.1, -0.1, 0.2], [0.0, 0.1, -0.1], [0.0, 0.0, 0.0], [0.0, 0.0, 0.0], [0.0, 0.0, 0.1], [0.0, 0.0, 0.0], [0.0, 0.1, 0.0], [0.0, 0.0, 0.0], [0.1, 0.0, 0.0], [0.1, -0.1, 0.0], [-0.2, -0.1, 0.0], [0.0, 0.0, 0.0], [0.0, 0.0, 0.0], [0.0, 0.0, 0.0], [0.0, 0.0, 0.0], [-0.1, 0.0, 0.0], [0.2, 0.0, 0.1]]
}

{
  "formula": "C12H22O7SSi",
  "method": "ωB97M-V/def2-TZVPD",
  "energy_ha": -1684.87277,
  "molar_mass_g_mol": 338.5,
  "e_homo_ha": -0.369,
  "smiles": "C[Si](C)(C)OCCC1=CC(=O)OC1=O.CCOS(C)(=O)=O",
  "homo_lumo_gap_ev": 9.567,
  "species": ["C", "Si", "C", "C", "O", "C", "C", "C", "C", "C", "O", "O", "C", "O", "H", "H", "H", "H", "H", "H", "H", "H", "H", "H", "H", "H", "H", "H", "O", "S", "O", "O", "C", "C", "C", "H", "H", "H", "H", "H", "H", "H", "H"],
  "positions_angstrom": [[-1.60357, 2.06899, 2.48054], [-2.18753, 1.85836, 0.71462], [-1.00777, 2.80625, -0.38672], [-3.88645, 2.60155, 0.56133], [-2.33978, 0.25909, 0.26509], [-1.24917, -0.49012, -0.23667], [-0.53813, -1.31866, 0.84615], [-1.55375, -1.96105, 1.72025], [-2.29193, -3.04163, 1.48335], [-3.38460, -3.06828, 2.48652], [-4.45270, -3.57777, 2.41689], [-3.04097, -2.18024, 3.49379], [-1.89733, -1.51975, 3.10091], [-1.25940, -0.86011, 3.84546], [-1.08959, 3.03483, 2.54613], [-0.87005, 1.31642, 2.77965], [-2.42599, 2.08747, 3.19694], [-0.85557, 3.80462, 0.02719], [-0.02822, 2.31850, -0.44574], [-1.38018, 2.87140, -1.41225], [-4.59522, 2.08534, 1.21411], [-4.24951, 2.46251, -0.46164], [-3.87053, 3.66852, 0.79066], [-1.65795, -1.22585, -0.93885], [-0.54222, 0.12767, -0.79390], [0.03013, -2.08387, 0.31510], [0.11337, -0.66043, 1.42520], [-2.25748, -3.74194, 0.66137], [1.78402, -1.32217, -1.60303], [2.79989, -0.35102, -1.31693], [2.59671, 1.01322, -1.69371], [4.18267, -0.86520, -1.88641], [4.22869, -1.25784, -3.28353], [4.27902, -0.07124, -4.22083], [3.22190, -0.41987, 0.38848], [3.37927, -1.90812, -3.49481], [5.13370, -1.85584, -3.36069], [3.34820, 0.49307, -4.20248], [4.44965, -0.42291, -5.23845], [5.08648, 0.60435, -3.94005], [3.39848, -1.45494, 0.66707], [2.37662, -0.01243, 0.93877], [4.10678, 0.18915, 0.55111]],
  "atomic_forces_ev_per_a": [[0.3, 0.1, -0.2], [-0.3, 0.6, 0.3], [0.2, -0.6, -0.1], [-0.1, -0.4, -0.3], [0.4, 0.2, 0.0], [-0.5, -0.6, -0.3], [0.0, 0.4, 0.0], [0.2, -0.4, -0.2], [-0.2, 0.0, -0.1], [0.0, 0.4, -0.4], [0.0, -0.4, 0.3], [-0.2, 0.1, 0.2], [-0.1, -0.6, -0.1], [0.3, 0.7, 0.3], [-0.1, 0.0, 0.0], [-0.2, 0.0, 0.1], [0.1, -0.2, 0.0], [-0.1, 0.0, -0.1], [0.0, 0.1, 0.0], [0.0, 0.1, 0.1], [0.0, 0.2, 0.1], [0.0, 0.1, 0.0], [-0.1, 0.0, 0.1], [-0.1, 0.2, -0.1], [0.1, 0.0, 0.1], [0.3, 0.1, 0.2], [0.1, -0.2, 0.1], [-0.1, 0.2, -0.1], [-0.1, 0.0, -0.1], [0.2, 0.0, 0.3], [-0.2, 0.0, -0.1], [0.0, 0.0, 0.0], [0.0, -0.1, -0.3], [-0.1, 0.1, 0.1], [0.0, 0.0, 0.0], [0.0, 0.0, 0.1], [0.0, 0.0, 0.1], [0.0, 0.0, 0.0], [0.0, 0.0, 0.0], [0.0, 0.0, 0.0], [0.0, 0.0, 0.0], [0.0, 0.0, 0.0], [0.0, 0.0, 0.0]]
}

{
  "formula": "C4H6N2O",
  "method": "ωB97M-V/def2-TZVPD",
  "energy_ha": -340.71916,
  "molar_mass_g_mol": 98.1,
  "e_homo_ha": -0.292,
  "smiles": "Nc1cocc1N",
  "e_above_lowest_kj_mol": 198.9,
  "homo_lumo_gap_ev": 8.877,
  "species": ["C", "C", "C", "C", "H", "H", "H", "H", "H", "H", "N", "N", "O"],
  "positions_angstrom": [[0.46711, -0.40980, -0.42027], [1.07303, -1.30239, 0.40804], [-0.05108, 0.02486, 1.75889], [-0.30621, 0.48694, 0.44650], [1.13639, -0.69678, -2.27220], [0.09527, 0.70373, -2.17466], [1.69878, -2.19103, 0.16505], [-0.18847, 0.47200, 2.70175], [-1.96952, 1.78932, 0.47479], [-1.87146, 0.95930, -0.85740], [0.34349, -0.27478, -1.77955], [-1.20944, 1.47185, -0.15403], [0.78211, -1.03321, 1.70309]],
  "atomic_forces_ev_per_a": [[-1.4, 1.5, 1.8], [0.6, -0.7, -1.2], [-0.3, 1.1, -3.3], [-0.3, -1.1, 1.1], [-0.6, 0.4, 0.0], [0.8, -2.3, 1.4], [-0.7, 1.0, 0.5], [-0.4, 0.2, 0.9], [1.2, 0.0, 0.2], [2.0, 0.8, 1.2], [0.4, 1.1, -2.4], [-1.8, -1.6, -0.5], [0.4, -0.1, 0.4]]
}

{
  "formula": "C3H9N3O2",
  "method": "ωB97M-V/def2-TZVPD",
  "energy_ha": -434.28918,
  "molar_mass_g_mol": 119.1,
  "e_homo_ha": -0.285,
  "e_above_lowest_kj_mol": 622.2,
  "homo_lumo_gap_ev": 8.059,
  "species": ["C", "N", "C", "O", "O", "H", "H", "H", "H", "H", "N", "C", "N", "H", "H", "H", "H"],
  "positions_angstrom": [[0.99783, -1.30527, 0.64597], [0.89802, 1.28099, 0.25819], [1.02769, -0.21966, -0.38284], [1.06593, 1.42837, 1.65841], [1.58432, -0.20580, -1.44830], [0.22446, 1.78858, 1.97214], [1.56076, 1.88762, -0.22976], [0.35336, -1.06293, 1.48698], [2.01456, -1.45530, 1.02172], [0.65829, -2.21907, 0.16263], [-2.18062, -0.21995, 0.04268], [-1.15145, 0.05914, -0.85138], [-1.39538, 0.09431, -2.10089], [-1.92213, -0.64532, 0.91750], [-3.02701, -0.60526, -0.36503], [-0.53867, 0.29868, -2.61909], [-0.16994, 1.10087, -0.16894]],
  "atomic_forces_ev_per_a": [[-0.1, 0.0, 0.0], [0.1, -0.2, 0.2], [0.2, 0.4, -0.2], [-0.1, -0.1, -0.5], [-0.3, 0.1, 0.4], [0.1, 0.0, 0.0], [-0.1, -0.1, 0.1], [0.0, 0.0, 0.0], [-0.1, 0.0, -0.1], [0.0, 0.0, 0.0], [-0.1, 0.0, -0.1], [0.2, 0.0, 0.0], [0.0, -0.1, 0.2], [0.0, 0.0, -0.1], [0.1, 0.0, 0.0], [0.0, 0.0, 0.1], [0.0, -0.1, 0.0]]
}

Number 4 is which compound? C12H22O7SSi